[1]
Entry from the OMol25 dataset: a structure of composition C31H78CuN5O11 (ωB97M-V/def2-TZVPD).

Structure (XYZ):
```
126
Properties=species:S:1:pos:R:3:forces:R:3:lowdin_charge:R:1
Cu 0.59809 0.55451 -1.00751 -0.17 0.08 0.57 0.35
C -0.63657 1.62342 2.14180 -1.11 -0.64 -1.08 -0.36
O 0.11369 1.55449 1.02709 2.60 -0.14 -2.05 -0.38
H -0.24904 1.16605 3.05214 0.56 0.03 0.54 0.05
H -0.93803 2.65736 2.30971 -0.33 0.35 0.69 0.06
H -1.51372 1.02705 1.89072 -1.20 -0.03 0.73 0.03
C 0.66677 -4.05767 -4.30226 0.58 -1.66 -1.01 -0.16
O -0.20836 -3.32927 -3.53780 -0.49 0.79 1.45 -0.17
C -0.02115 -3.58042 -2.13041 0.70 1.30 -0.42 -0.18
C -1.00587 -2.79908 -1.29271 -1.70 0.32 0.15 -0.17
N -1.00075 -1.31954 -1.43308 1.14 -0.84 0.89 -0.03
C -2.01440 -0.59538 -0.61649 -0.63 0.47 -2.99 -0.16
C -3.46394 -0.78976 -1.14947 -0.03 -0.32 1.11 -0.21
O -3.60300 -0.63743 -2.55869 1.36 -0.62 0.32 -0.20
C -4.88134 -0.24439 -2.97147 -0.59 0.00 0.74 -0.11
H 0.60781 -5.11293 -4.03571 -0.33 -0.45 -0.08 0.08
H 1.74264 -3.89990 -4.22666 0.22 1.00 0.45 0.09
H 0.41978 -3.97767 -5.36088 -0.22 0.19 0.09 0.09
H 0.96298 -3.20229 -1.85363 0.38 -0.12 -0.18 0.10
H 0.00169 -4.65147 -1.92936 -0.46 -0.12 0.07 0.13
H -0.93695 -3.07379 -0.24015 0.58 0.06 0.16 0.12
H -2.01468 -3.13000 -1.53946 -0.27 -0.38 -0.31 0.12
H -1.02416 -1.15234 -2.42887 -0.54 0.54 0.10 0.07
H -1.87463 0.46302 -0.83639 0.66 0.15 0.53 0.09
H -1.91401 -0.78332 0.45248 0.04 -0.06 -0.27 0.09
H -4.11780 -0.06862 -0.65904 0.05 0.29 0.21 0.12
H -3.79378 -1.75494 -0.76512 -0.46 -0.50 -0.59 0.11
H -5.14770 -0.66329 -3.94187 0.38 0.15 -0.07 0.09
H -4.95014 0.84323 -2.94993 -0.11 0.19 -0.32 0.09
H -5.61929 -0.61166 -2.25828 -0.25 -0.10 0.00 0.09
C 3.00658 0.07202 -5.51803 -0.84 0.27 -0.64 -0.09
O 1.76964 0.68490 -5.21002 -0.39 -0.05 0.69 -0.18
C 0.86861 -0.24774 -4.64550 -0.72 0.19 1.45 -0.21
C -0.45505 0.45745 -4.25144 1.71 -1.45 -3.04 -0.23
N -0.34787 1.41101 -3.23035 -0.02 -0.15 1.91 -0.04
C -1.61686 2.15735 -3.12681 1.87 -0.05 0.72 -0.17
C -1.39756 3.50248 -3.81119 -0.86 0.21 0.36 -0.18
O -0.38147 4.36591 -3.23660 -1.22 -0.05 0.65 -0.18
C -0.38497 4.57690 -1.79806 0.72 -1.39 0.05 -0.09
H 2.76701 -0.59315 -6.34764 0.68 -0.23 -0.32 0.09
H 3.41740 -0.53069 -4.70804 0.06 0.19 0.20 0.07
H 3.66666 0.88683 -5.81549 0.18 -0.32 -0.02 0.10
H 1.30168 -0.68161 -3.74422 0.26 -0.14 0.23 0.10
H 0.60885 -1.08226 -5.29681 0.15 0.00 -0.50 0.12
H -1.23445 -0.29854 -4.15592 -0.06 0.08 0.55 0.12
H -0.63274 0.91678 -5.22383 -0.82 0.53 -0.36 0.13
H 0.38825 2.05264 -3.48828 0.21 0.11 0.12 0.09
H -1.83465 2.29786 -2.06807 -0.08 0.31 0.12 0.10
H -2.38030 1.45733 -3.46627 -0.38 0.72 -0.55 0.11
H -2.40289 3.92368 -3.81229 0.05 0.94 -0.08 0.12
H -1.06694 3.38814 -4.84352 -0.07 -0.14 0.01 0.13
H -0.14390 3.61545 -1.34463 0.35 -0.10 0.31 0.06
H -1.25174 4.87712 -1.20928 -0.82 0.41 -1.01 0.09
H 0.41544 5.26898 -1.53637 0.05 -0.02 -0.44 0.07
C 1.83525 -3.48311 2.77670 -0.87 -1.15 0.15 -0.14
O 2.34425 -2.82591 1.68879 1.23 0.69 -1.01 -0.19
C 2.05326 -1.44281 1.66529 0.11 0.29 -0.92 -0.20
C 2.87101 -0.73488 0.56132 -1.57 -1.10 0.59 -0.17
N 2.39897 -1.20493 -0.77959 1.98 2.43 -0.44 -0.02
C 3.48795 -0.86337 -1.77720 -1.02 0.10 -0.71 -0.16
C 3.79408 0.65044 -1.88737 -0.82 -0.16 1.02 -0.20
O 2.56911 1.38061 -1.97894 0.36 0.78 0.07 -0.23
C 2.76862 2.77929 -2.30852 -0.01 -0.42 -0.35 -0.05
H 2.39965 -3.32942 3.69644 -0.01 0.17 0.15 0.09
H 1.82779 -4.54119 2.51495 0.31 -0.17 0.24 0.09
H 0.77739 -3.25196 2.90157 -0.25 0.35 0.43 0.07
H 2.20091 -0.95586 2.62923 0.22 -0.04 0.18 0.13
H 0.99686 -1.36190 1.40925 -0.32 0.44 0.02 0.11
H 3.94021 -0.85519 0.73580 0.18 -0.36 -0.14 0.12
H 2.64390 0.32510 0.67512 -0.07 0.11 -0.17 0.09
H 2.04575 -2.14965 -0.83294 0.59 -0.02 0.27 0.08
H 3.20773 -1.14237 -2.79295 -0.51 -0.42 0.18 0.07
H 4.43508 -1.37786 -1.61489 0.14 -0.10 0.47 0.12
H 4.40852 0.93019 -2.74312 0.15 -0.50 -0.23 0.12
H 4.35057 0.92724 -0.99193 0.03 0.43 0.19 0.11
H 3.23698 3.40160 -1.54599 -0.11 -0.44 0.57 0.08
H 1.80388 3.22356 -2.55345 0.04 -0.20 0.13 0.06
H 3.40939 2.86069 -3.18653 0.01 -0.19 -0.29 0.09
C 1.25916 8.18998 0.52405 -0.63 0.63 -1.80 -0.15
O 2.39869 7.65094 1.06644 1.13 -1.79 0.85 -0.17
C 2.63872 6.27993 0.66100 0.05 0.20 -0.21 -0.19
C 1.72714 5.28446 1.38513 -0.51 -0.12 -0.14 -0.20
N 1.97716 3.87884 1.04294 1.17 1.02 0.19 -0.03
C 3.18212 3.30045 1.60353 0.77 -0.04 0.41 -0.20
C 3.04826 2.89557 3.11014 0.36 -0.15 -1.01 -0.19
O 4.30624 2.47212 3.64283 -0.19 -0.09 -0.22 -0.21
C 4.35335 1.80009 4.92064 -0.17 0.70 -1.54 -0.09
H 0.56642 7.45077 0.12183 -0.41 -0.24 0.62 0.07
H 1.52973 8.70867 -0.39565 0.13 0.53 -0.24 0.08
H 0.76852 8.92608 1.16086 0.04 -0.34 0.31 0.09
H 3.70002 6.05672 0.77020 0.00 0.23 0.62 0.11
H 2.50512 6.16108 -0.41423 -0.37 0.19 -0.33 0.11
H 0.71028 5.52461 1.07462 -0.18 -0.18 -0.15 0.10
H 1.71576 5.55430 2.44114 0.38 -0.24 0.44 0.11
H 1.24236 3.20920 1.22111 -0.97 -0.12 -0.27 0.05
H 4.06880 3.90631 1.41689 -0.06 0.47 0.26 0.11
H 3.40888 2.40332 1.02748 -0.12 -0.34 0.10 0.09
H 2.32987 2.08564 2.98356 -0.21 -0.39 0.88 0.10
H 2.61412 3.71265 3.68633 -0.04 0.06 0.16 0.12
H 4.23723 2.53119 5.72071 -0.10 -0.14 0.21 0.08
H 5.35043 1.35985 4.93160 -0.12 -0.03 0.30 0.08
H 3.59450 1.01844 4.95643 -0.08 -0.05 0.22 0.08
C -3.98865 -0.26474 3.20513 -0.17 0.15 1.15 -0.10
O -3.64249 -1.58103 3.53807 0.00 -1.02 0.09 -0.18
C -2.69439 -2.13216 2.66907 0.60 -1.29 0.34 -0.23
C -2.39342 -3.63313 3.02674 -1.35 1.40 0.00 -0.19
N -3.67355 -4.33256 3.23216 1.61 -0.41 -0.20 -0.06
C -3.42094 -5.77705 3.32154 -0.95 1.04 0.39 -0.23
C -4.75503 -6.39364 3.77536 1.72 -2.21 0.62 -0.16
O -5.01765 -6.42887 5.22796 -0.38 1.46 -1.82 -0.20
C -4.08918 -7.04580 6.08977 -0.31 -0.64 -0.92 -0.13
H -3.37857 0.41022 3.80541 0.31 0.34 -0.34 0.09
H -5.00031 -0.14421 3.59257 -0.20 0.21 -0.51 0.09
H -3.88260 -0.05124 2.14152 -0.19 0.05 -0.04 0.08
H -1.76599 -1.56801 2.75795 0.31 0.20 -0.35 0.11
H -3.08831 -2.09872 1.65329 0.04 0.02 -0.25 0.10
H -1.72811 -3.68833 3.88838 0.06 0.03 0.35 0.11
H -1.86440 -4.12694 2.21163 -0.02 0.18 -0.27 0.10
H -4.06074 -4.05450 4.12259 -0.16 0.34 0.09 0.11
H -2.57087 -6.04680 3.94821 -0.02 0.04 0.82 0.10
H -3.03457 -6.12486 2.36350 -0.77 -0.20 -0.44 0.11
H -4.67337 -7.43599 3.46723 -0.27 -0.44 0.02 0.10
H -5.56078 -5.97823 3.17014 -0.21 0.38 0.86 0.12
H -3.88367 -8.06428 5.76030 -0.07 -0.40 -0.11 0.08
H -4.62906 -7.11601 7.03407 0.54 0.26 0.17 0.09
H -3.10600 -6.57597 6.11648 -0.13 0.49 0.40 0.08
```
Positions in Å, forces in eV/Å.

Properties
Total energy = -3969.45864 Ha
Energy above the lowest of the compared OMol25 structures with the same formula, charge and spin = 252.1 kJ/mol
Lowest unoccupied orbital energy = 0.487 eV
2S+1 = 1
Maximum force = 0.073 Eh/bohr
E_HOMO = -6.902 eV

***

[2]
Entry from the OMol25 dataset: a cluster of 9 separate species, C31H80IN2O8 in total (ωB97M-V/def2-TZVPD).

Structure (XYZ):
```
122
Properties=species:S:1:pos:R:3:forces:R:3:lowdin_charge:R:1
C 3.16293 -6.93001 0.03974 -0.28 0.12 0.25 -0.09
C 3.13898 -5.40323 0.08200 0.00 -0.02 -0.26 -0.32
C 1.87144 -4.78308 -0.51861 0.23 -0.01 0.81 -0.66
I 1.88319 -2.68094 0.01657 0.04 -0.15 -0.26 0.92
C 0.55877 -5.49904 -0.12280 -0.91 0.53 -0.02 -0.39
C -0.10908 -5.93582 -1.43155 0.39 0.14 0.36 -0.07
N -1.59090 -6.14619 -1.26973 0.26 -0.42 -0.37 0.08
C -1.92821 -6.58246 0.11663 -0.52 0.24 0.07 -0.10
C -1.60429 -5.44357 1.05204 0.89 0.22 0.32 -0.17
N -0.40356 -4.65769 0.61990 -0.05 -0.78 -0.01 -0.06
H 2.67792 -7.32262 -0.85381 0.21 -0.06 -0.23 0.07
H 2.62781 -7.35211 0.88725 0.00 -0.09 0.12 0.07
H 4.18403 -7.29035 0.09453 0.08 -0.12 -0.11 0.08
H 3.97429 -5.02391 -0.50005 0.12 0.14 0.00 0.10
H 3.28943 -5.04141 1.09448 -0.01 -0.06 0.19 0.09
H 1.98115 -4.77902 -1.59570 -0.07 0.04 -0.20 0.07
H 0.75698 -6.38161 0.48818 0.42 -0.15 -0.18 0.13
H 0.36281 -6.86094 -1.74424 -0.21 -0.18 -0.30 0.14
H 0.01667 -5.17226 -2.18883 -0.01 0.07 -0.18 0.14
H -2.06548 -5.27362 -1.50907 -0.08 -0.03 0.21 0.19
H -1.89549 -6.85298 -1.94068 -0.08 0.14 -0.03 0.19
H -2.99055 -6.80266 0.15201 -0.11 -0.07 -0.04 0.14
H -1.39659 -7.50535 0.32323 0.26 0.00 -0.11 0.14
H -1.41687 -5.84878 2.04433 -0.35 -0.08 0.12 0.12
H -2.43240 -4.74844 1.12835 -0.20 0.01 0.04 0.12
H 0.06987 -4.45618 1.49661 -0.08 0.64 -0.15 0.08
C -1.48618 -2.47011 4.89712 0.17 -0.05 -0.14 -0.05
C -2.59588 -3.05901 4.04134 -0.12 0.12 0.48 -0.49
C -3.96433 -2.73034 4.60978 0.11 -0.02 -0.28 -0.05
O -2.42740 -4.48280 3.93666 0.13 -0.10 -0.28 -0.08
H -1.52563 -2.88294 5.90815 -0.08 0.05 0.02 0.09
H -0.50567 -2.71308 4.48256 -0.01 0.04 -0.02 0.07
H -1.57562 -1.38555 4.96563 -0.02 0.00 0.02 0.08
H -2.51336 -2.67114 3.02227 0.04 -0.14 -0.06 0.13
H -4.07983 -3.14910 5.60698 0.05 0.04 0.09 0.07
H -4.75211 -3.15866 3.98689 0.01 0.04 -0.03 0.09
H -4.11733 -1.65245 4.66821 -0.06 -0.02 0.04 0.06
H -2.49552 -4.84902 4.82667 -0.05 0.07 -0.03 0.09
C -1.24872 0.80844 -2.33299 -0.08 0.16 0.07 -0.06
C 0.17570 1.18113 -2.71483 -0.09 -0.46 0.03 -0.49
C 0.77765 0.16374 -3.66916 0.12 0.05 -0.15 -0.06
O 0.98194 1.29257 -1.54019 -0.01 0.14 0.03 -0.07
H -1.26429 -0.16043 -1.82346 0.03 -0.04 -0.07 0.07
H -1.66745 1.54548 -1.64675 0.01 0.02 -0.03 0.08
H -1.89057 0.74616 -3.21304 0.01 -0.03 0.00 0.08
H 0.18186 2.16761 -3.17986 0.08 0.06 0.08 0.14
H 0.82205 -0.82377 -3.19722 -0.08 0.01 0.04 0.06
H 1.79868 0.44312 -3.93220 -0.02 0.04 -0.01 0.08
H 0.19181 0.08374 -4.58700 0.00 -0.01 0.01 0.06
H 0.98557 0.42574 -1.11874 0.02 0.00 -0.01 0.05
C -3.29747 2.22116 4.01375 0.12 -0.10 0.10 -0.06
C -4.13536 1.07753 3.46313 -0.20 0.46 0.02 -0.50
C -4.95456 1.51735 2.25940 -0.04 -0.17 -0.07 -0.06
O -4.99343 0.56017 4.48102 0.07 -0.15 -0.04 -0.07
H -3.94090 3.03903 4.34774 -0.02 0.02 -0.08 0.08
H -2.71705 1.89051 4.87572 0.01 -0.02 -0.02 0.08
H -2.61153 2.60952 3.25972 -0.02 0.02 0.00 0.08
H -3.48085 0.25120 3.17625 -0.04 -0.08 0.07 0.12
H -5.64789 2.31410 2.54036 0.07 0.06 0.01 0.08
H -5.54967 0.68709 1.87709 0.03 -0.01 0.00 0.08
H -4.31394 1.88640 1.45717 -0.01 0.03 0.01 0.08
H -5.58643 1.26910 4.75701 0.04 -0.04 0.00 0.09
C 0.51057 2.09104 -7.29721 -0.13 -0.17 0.07 -0.06
C -0.30337 0.94709 -7.88128 -0.17 0.51 0.02 -0.49
C -1.11741 1.39530 -9.08503 -0.06 -0.17 -0.05 -0.06
O -1.16861 0.39899 -6.88049 0.04 -0.22 0.08 -0.07
H -0.15318 2.89235 -6.95555 -0.03 0.02 -0.10 0.09
H 1.08712 1.75591 -6.43724 0.08 -0.02 -0.05 0.06
H 1.20014 2.50422 -8.02918 0.04 0.03 0.01 0.07
H 0.36522 0.13688 -8.17517 -0.05 -0.09 0.09 0.14
H -1.82581 2.17690 -8.79689 0.07 0.06 0.01 0.08
H -1.69555 0.56384 -9.48978 0.04 -0.01 -0.01 0.08
H -0.47404 1.78804 -9.87318 0.00 0.02 0.01 0.08
H -1.77139 1.09860 -6.60234 0.04 -0.01 -0.06 0.08
C 3.22850 3.88993 -0.96420 -0.05 0.13 -0.05 -0.06
C 3.85924 4.44171 0.30449 -0.14 -0.44 -0.03 -0.50
C 4.76640 3.41733 0.96901 0.10 0.09 0.11 -0.06
O 2.84013 4.85297 1.21718 0.06 0.16 0.04 -0.06
H 2.60774 3.01948 -0.74128 0.06 -0.06 -0.01 0.06
H 2.58044 4.63779 -1.42321 0.05 0.04 0.00 0.08
H 3.98894 3.59480 -1.68964 0.00 -0.02 0.01 0.08
H 4.43592 5.33738 0.07025 -0.08 0.09 0.10 0.13
H 4.19399 2.52975 1.25433 -0.02 -0.02 -0.09 0.08
H 5.20592 3.82883 1.87882 0.02 0.03 -0.03 0.07
H 5.57256 3.10843 0.30192 -0.01 -0.02 0.00 0.08
H 2.31541 4.07449 1.43768 0.01 0.05 -0.05 0.09
C 5.70999 3.50159 -7.33386 0.03 -0.16 0.02 -0.06
C 4.27518 3.44870 -7.83504 0.15 0.39 0.20 -0.50
C 3.83698 4.78623 -8.41207 -0.14 -0.05 -0.07 -0.06
O 3.39617 3.05770 -6.77826 0.07 -0.08 -0.02 -0.07
H 5.80759 4.24160 -6.53486 -0.01 0.07 -0.06 0.08
H 6.00765 2.53627 -6.92343 -0.01 -0.01 -0.04 0.08
H 6.40064 3.76732 -8.13503 0.00 0.02 0.01 0.08
H 4.18516 2.67483 -8.59907 -0.08 -0.07 0.06 0.14
H 3.87806 5.56449 -7.64522 0.09 0.00 0.00 0.08
H 2.80699 4.73250 -8.76694 0.02 -0.02 -0.03 0.07
H 4.47554 5.08804 -9.24302 0.01 0.01 0.01 0.08
H 3.45593 3.72620 -6.08526 0.02 -0.03 -0.04 0.09
C 5.01387 7.39559 2.28926 -0.05 0.09 -0.06 -0.07
C 5.64524 7.94169 3.56049 -0.14 -0.43 -0.02 -0.50
C 6.55097 6.91091 4.21783 0.09 0.08 0.10 -0.07
O 4.63076 8.35702 4.47343 0.06 0.15 0.02 -0.05
H 4.39199 6.52375 2.51025 0.05 -0.04 0.00 0.07
H 4.36676 8.14347 1.83014 0.04 0.03 -0.01 0.08
H 5.77670 7.10192 1.56488 0.00 -0.01 0.01 0.08
H 6.22330 8.83689 3.32799 -0.06 0.08 0.08 0.14
H 5.97645 6.02370 4.49963 -0.02 -0.02 -0.09 0.08
H 6.99407 7.31577 5.12803 0.02 0.03 -0.03 0.08
H 7.35423 6.60255 3.54661 -0.01 -0.02 0.00 0.08
H 4.10140 7.58213 4.69541 0.02 0.05 -0.03 0.09
C -7.96316 -4.34443 7.98176 0.11 -0.06 0.11 -0.06
C -7.10263 -3.27530 7.32722 -0.35 -0.19 -0.24 -0.49
C -7.90255 -2.43549 6.34357 0.12 0.14 -0.04 -0.06
O -5.98846 -3.87484 6.66059 0.04 -0.02 0.19 -0.08
H -8.36108 -5.02903 7.22730 -0.06 0.06 -0.03 0.08
H -7.37248 -4.93648 8.68121 0.00 0.04 0.02 0.08
H -8.80148 -3.90274 8.52137 -0.01 0.00 -0.02 0.08
H -6.67735 -2.62920 8.09572 0.13 -0.03 -0.03 0.14
H -8.29777 -3.06287 5.53926 -0.06 -0.04 0.06 0.08
H -7.26769 -1.67622 5.88420 0.01 0.00 0.04 0.07
H -8.74001 -1.93972 6.83577 -0.02 -0.02 -0.01 0.08
H -6.33489 -4.45488 5.97222 -0.03 0.04 0.05 0.09
```
Positions in Å, forces in eV/Å.

Properties
Total energy = -2237.97780 Ha
Energy above the lowest of the compared OMol25 structures with the same formula, charge and spin = 38.3 kJ/mol
Lowest unoccupied orbital energy = -3.132 eV
2S+1 = 1
Maximum force = 0.021 Eh/bohr
E_HOMO = -10.950 eV
Total charge = +1